(1)
{
  "formula": "C20H60O20",
  "method": "the ωB97M-V functional and the def2-TZVPD basis",
  "multiplicity": 1,
  "de_lowest_kj_mol": 318.2,
  "smiles": "OCCO.OCCO.OCCO.OCCO.OCCO.OCCO.OCCO.OCCO.OCCO.OCCO",
  "charge": 0,
  "e_homo_ev": -9.48,
  "e_tot_ev": -62656.0485,
  "symbols": ["C", "C", "O", "O", "H", "H", "H", "H", "H", "H", "C", "C", "O", "O", "H", "H", "H", "H", "H", "H", "C", "C", "O", "O", "H", "H", "H", "H", "H", "H", "C", "C", "O", "O", "H", "H", "H", "H", "H", "H", "C", "C", "O", "O", "H", "H", "H", "H", "H", "H", "C", "C", "O", "O", "H", "H", "H", "H", "H", "H", "C", "C", "O", "O", "H", "H", "H", "H", "H", "H", "C", "C", "O", "O", "H", "H", "H", "H", "H", "H", "C", "C", "O", "O", "H", "H", "H", "H", "H", "H", "C", "C", "O", "O", "H", "H", "H", "H", "H", "H"],
  "xyz": [[-2.779065, -3.584001, 4.510258], [-2.124051, -2.502079, 3.588193], [-2.479195, -2.732287, 2.235766], [-3.803552, -2.980629, 5.292951], [-2.032954, -4.018876, 5.175207], [-3.223761, -4.357681, 3.884260], [-1.037836, -2.578399, 3.692723], [-2.509161, -1.581150, 4.020544], [-1.782187, -3.248519, 1.818717], [-4.683239, -3.043128, 4.920568], [1.354647, 0.242837, -4.770207], [2.132271, 0.219605, -6.084636], [3.377028, -0.488420, -5.800147], [0.616828, -0.904505, -4.451428], [0.767867, 1.163036, -4.680545], [2.116899, 0.542592, -4.036776], [2.477366, 1.238836, -6.252772], [1.664163, -0.255841, -6.941249], [3.473098, -1.204478, -6.433786], [1.240343, -1.624195, -4.285692], [0.455748, -0.129458, -0.674785], [-0.457774, -0.051708, 0.557358], [0.304963, 0.437518, 1.669610], [-0.189293, -1.093294, -1.490645], [1.424317, -0.516584, -0.367247], [0.357576, 0.866008, -1.111117], [-0.875325, -1.035270, 0.801683], [-1.381169, 0.524804, 0.459935], [-0.322888, 0.665698, 2.367133], [0.037680, -1.184242, -2.419629], [1.390010, -4.754045, 1.322060], [2.258197, -3.468976, 1.250094], [2.988379, -3.356252, 2.490531], [0.157253, -4.349021, 1.923646], [1.840361, -5.530274, 1.938405], [1.163490, -5.020078, 0.287063], [1.648703, -2.575671, 1.139762], [2.920293, -3.488546, 0.372043], [3.539762, -4.144939, 2.504346], [0.161722, -4.447006, 2.878641], [3.155535, -0.406488, 3.816956], [4.572413, -0.183398, 3.346510], [5.373872, 0.675782, 4.162845], [2.492739, 0.886584, 3.814390], [2.980560, -0.742300, 4.841063], [2.565795, -1.048922, 3.164325], [4.555649, 0.311941, 2.362900], [5.152783, -1.097002, 3.157280], [6.089768, 0.994446, 3.613426], [2.259031, 1.065769, 2.893574], [-4.995091, -2.323094, -1.684303], [-3.989078, -1.743790, -0.703733], [-3.102557, -0.806155, -1.337722], [-4.384930, -3.202893, -2.599906], [-5.434535, -1.491996, -2.249056], [-5.819078, -2.758118, -1.118446], [-3.394807, -2.516233, -0.212808], [-4.536712, -1.212488, 0.079869], [-2.346190, -1.364106, -1.563655], [-3.873961, -2.773314, -3.291639], [-0.710201, 3.937901, -2.518977], [-1.869014, 4.472779, -3.327232], [-1.407796, 5.594743, -4.085522], [0.429697, 3.834960, -3.348253], [-0.903211, 2.938993, -2.096578], [-0.683430, 4.535256, -1.601978], [-2.622673, 4.907043, -2.663593], [-2.493247, 3.805664, -3.930611], [-0.551380, 5.335143, -4.448014], [1.265891, 3.873351, -2.872795], [0.797891, 2.336715, 6.305549], [-0.361639, 1.358948, 6.220023], [-0.352518, 0.633813, 4.998493], [2.091801, 1.794400, 6.413324], [0.623709, 3.200723, 6.946576], [0.759459, 2.807646, 5.301776], [-1.324668, 1.784617, 6.486228], [-0.147033, 0.699499, 7.080042], [0.573179, 0.489851, 4.759918], [2.284624, 1.383821, 5.560659], [2.082287, 3.744513, 1.107366], [2.909553, 3.538990, -0.169064], [2.827777, 4.674117, -1.038710], [0.698706, 3.680706, 0.853848], [2.371409, 4.670476, 1.601513], [2.369129, 2.918184, 1.771182], [2.662667, 2.619106, -0.698544], [3.972706, 3.508839, 0.110742], [2.888975, 5.458818, -0.488061], [0.513690, 3.034069, 0.168835], [-2.586877, -0.374444, -4.570999], [-2.943098, 0.301088, -5.870245], [-3.762667, -0.400467, -6.761034], [-2.093403, -1.713408, -4.822944], [-3.422930, -0.396454, -3.872259], [-1.717868, 0.081504, -4.087781], [-1.964164, 0.462731, -6.364486], [-3.250295, 1.340450, -5.734113], [-3.302207, -1.194245, -7.046824], [-1.161550, -1.596051, -5.060164]],
  "forces_ev_per_angstrom": [[-0.44, 0.77, -0.70], [-0.05, -1.88, 0.74], [-0.27, 0.70, -0.14], [0.31, 0.05, 0.92], [-0.18, 0.01, 0.24], [0.27, -0.18, -0.10], [0.03, 0.42, 0.06], [0.20, 0.42, -0.67], [0.14, -0.07, 0.05], [0.13, -0.24, -0.43], [0.83, 1.90, -0.42], [1.26, -0.35, 1.25], [-0.48, -0.36, -0.22], [0.09, -0.41, 0.33], [-0.90, -0.51, -0.52], [0.16, -0.89, 0.27], [-0.52, 0.16, -0.50], [-0.45, 0.32, 0.00], [0.11, 0.04, 0.01], [0.01, 0.05, -0.17], [-2.09, -0.33, 0.32], [-0.22, -0.64, 1.03], [0.10, 0.09, -0.17], [-0.60, -0.82, 0.10], [0.39, 0.64, -0.08], [1.03, 0.05, -0.39], [0.47, -0.27, -0.16], [0.33, 0.46, -0.66], [0.16, 0.04, 0.11], [0.53, 0.78, -0.10], [-0.55, 2.39, -0.14], [0.59, -1.08, 0.47], [-0.08, 0.14, -0.74], [-0.74, -0.39, -0.15], [0.29, -0.19, -0.45], [-0.08, -0.59, 0.28], [-0.30, -0.13, 0.19], [0.20, -0.14, 0.25], [0.19, 0.12, 0.29], [0.36, -0.10, 0.02], [-0.66, 1.27, 0.28], [1.36, -0.06, -0.94], [-0.79, -0.28, 0.64], [-0.11, -0.28, -0.29], [0.75, -0.29, -0.03], [0.54, -0.31, -0.12], [-0.62, -0.22, -0.07], [-0.54, -0.30, 0.30], [0.12, 0.07, -0.01], [-0.27, 0.12, 0.18], [0.68, 1.28, -0.35], [-0.34, 0.51, 0.11], [-0.15, -0.86, 0.14], [-0.30, -1.23, 0.23], [-0.07, 0.15, 0.18], [0.16, -0.72, -0.27], [-0.18, -0.16, -0.03], [0.06, 0.07, -0.01], [0.31, 0.62, -0.15], [-0.07, 0.47, 0.17], [-0.66, -1.34, 0.98], [-0.74, 1.35, -0.18], [-0.14, -0.37, -0.08], [0.22, 0.22, -0.30], [-0.43, -0.10, -0.34], [1.04, 0.58, -0.40], [0.22, -0.13, 0.34], [0.78, -0.52, -0.30], [-0.01, 0.04, 0.00], [-0.16, 0.30, 0.37], [-0.62, 1.49, -2.70], [1.44, -0.90, 1.99], [-0.41, 0.21, 0.06], [-0.39, -0.45, 0.93], [0.23, -0.51, 0.71], [0.01, 0.25, 0.11], [-0.16, 0.28, -0.81], [-0.29, -0.48, -0.27], [-0.02, 0.02, -0.07], [0.27, 0.30, -0.07], [0.41, -1.73, -0.93], [0.97, 1.57, 0.90], [-0.63, -0.60, -0.59], [-0.28, 0.87, 0.28], [-0.37, 0.19, -0.06], [0.03, 0.13, 0.23], [-0.24, 0.14, -0.16], [-0.14, -0.61, 0.24], [-0.05, 0.09, -0.04], [0.14, -0.17, 0.06], [0.41, -0.84, 0.15], [2.20, 0.68, -0.72], [-0.76, 0.14, 0.25], [-0.64, 0.06, -0.14], [0.09, -0.34, 0.03], [-0.51, 0.89, 0.08], [-0.01, -0.11, -0.09], [-0.79, -0.28, 0.15], [0.05, -0.06, 0.23], [-0.18, -0.10, 0.17]]
}

***

(2)
{
  "formula": "C20H60O20",
  "method": "the ωB97M-V functional and the def2-TZVPD basis",
  "multiplicity": 1,
  "de_lowest_kj_mol": 363.0,
  "smiles": "OCCO.OCCO.OCCO.OCCO.OCCO.OCCO.OCCO.OCCO.OCCO.OCCO",
  "charge": 0,
  "e_homo_ev": -9.81,
  "e_tot_ev": -62655.5847,
  "symbols": ["C", "C", "O", "O", "H", "H", "H", "H", "H", "H", "C", "C", "O", "O", "H", "H", "H", "H", "H", "H", "C", "C", "O", "O", "H", "H", "H", "H", "H", "H", "C", "C", "O", "O", "H", "H", "H", "H", "H", "H", "C", "C", "O", "O", "H", "H", "H", "H", "H", "H", "C", "C", "O", "O", "H", "H", "H", "H", "H", "H", "C", "C", "O", "O", "H", "H", "H", "H", "H", "H", "C", "C", "O", "O", "H", "H", "H", "H", "H", "H", "C", "C", "O", "O", "H", "H", "H", "H", "H", "H", "C", "C", "O", "O", "H", "H", "H", "H", "H", "H"],
  "xyz": [[-3.548966, -4.509658, 0.840855], [-4.059450, -3.102697, 0.764668], [-2.981951, -2.205805, 0.460944], [-2.428798, -4.596625, 1.742448], [-3.045830, -4.778472, -0.099492], [-4.315686, -5.264863, 1.004356], [-4.513042, -2.757753, 1.692307], [-4.719401, -2.879151, -0.077332], [-2.714876, -2.186959, -0.461558], [-1.870588, -3.851961, 1.468852], [-1.263130, 4.864008, -4.596443], [-1.795299, 4.451058, -5.969267], [-0.877315, 3.544862, -6.563118], [-0.785827, 3.719737, -3.918226], [-1.931610, 5.529058, -4.034133], [-0.452454, 5.602765, -4.693475], [-1.956213, 5.344824, -6.565929], [-2.726766, 3.895603, -5.815339], [-0.636057, 2.933968, -5.854222], [-0.480965, 3.985371, -3.045530], [4.207177, 0.566520, 1.701759], [4.911092, -0.772888, 1.776600], [4.130437, -1.697375, 2.534163], [3.042083, 0.407217, 0.900203], [4.894676, 1.290445, 1.263056], [3.841574, 0.903156, 2.677764], [5.951038, -0.757811, 2.115045], [5.050482, -1.122661, 0.745538], [4.681199, -2.259348, 3.081920], [2.710036, -0.472890, 1.112596], [-0.275701, 0.541722, -0.048122], [0.358471, 1.339146, -1.176534], [-0.459179, 1.310251, -2.318490], [-1.607826, 1.019494, 0.278094], [0.324055, 0.628949, 0.859834], [-0.394282, -0.522717, -0.269284], [1.404828, 1.035832, -1.247464], [0.488539, 2.358490, -0.794868], [-1.290867, 1.768883, -2.171338], [-1.782222, 0.512924, 1.092596], [-2.521701, 5.122701, -0.623088], [-1.573739, 4.298989, 0.205178], [-1.056953, 5.080107, 1.282797], [-1.759717, 6.012538, -1.397011], [-3.183543, 5.643663, 0.086244], [-3.249525, 4.561000, -1.226894], [-0.814155, 3.918492, -0.492092], [-1.956607, 3.401251, 0.687073], [-0.537380, 5.788115, 0.882205], [-2.285733, 6.703665, -1.803651], [1.759649, -1.906594, -1.554971], [2.608319, -3.117222, -1.998213], [1.981171, -3.659178, -3.166891], [1.081689, -1.290361, -2.666662], [2.288487, -1.117279, -1.009839], [0.975502, -2.182716, -0.838832], [2.686136, -3.859343, -1.210883], [3.607053, -2.781567, -2.295898], [1.377857, -2.966043, -3.470018], [0.844611, -0.392497, -2.411348], [-1.366022, -0.501204, 3.931208], [-0.810492, -1.852691, 4.354959], [-1.839194, -2.862149, 4.397425], [-1.648398, -0.563761, 2.558447], [-0.621914, 0.191185, 4.327526], [-2.288447, -0.346335, 4.500469], [-0.428185, -1.850310, 5.384008], [0.012685, -2.221035, 3.737615], [-1.556954, -3.599570, 3.845698], [-2.134042, -1.342442, 2.281371], [0.996127, -4.258598, 1.387066], [2.423697, -4.080540, 1.975914], [3.133746, -3.101173, 1.220110], [0.148094, -3.207833, 1.747534], [0.656537, -5.219374, 1.780619], [1.049721, -4.333108, 0.298792], [3.029140, -4.988064, 1.939433], [2.332810, -3.714028, 3.004074], [3.137285, -2.250656, 1.674298], [0.528689, -2.401056, 1.379528], [-4.468605, 1.303235, 2.263801], [-5.302038, 1.581619, 3.493268], [-5.172323, 0.561502, 4.486257], [-4.798408, 0.116532, 1.571053], [-3.396407, 1.446195, 2.440441], [-4.587214, 2.146069, 1.564688], [-6.346659, 1.661015, 3.165002], [-5.060433, 2.548045, 3.933268], [-5.261957, -0.236976, 3.943641], [-4.081434, -0.182844, 0.998354], [4.579100, -0.579288, -3.348805], [4.710273, 0.298464, -2.138223], [5.362580, 1.548255, -2.384793], [5.901392, -1.017391, -3.724728], [4.225747, -0.017358, -4.215894], [3.957735, -1.446297, -3.131288], [5.310733, -0.131786, -1.325198], [3.819427, 0.642296, -1.605762], [6.199982, 1.496116, -2.850180], [6.300862, -0.307052, -4.231655]],
  "forces_ev_per_angstrom": [[1.67, -0.42, -0.83], [-0.15, 0.83, -1.27], [0.96, 0.73, 1.25], [-0.92, 0.13, 0.41], [-0.80, 0.13, -0.49], [0.09, 0.11, 0.59], [0.12, 0.01, 0.04], [-0.79, -0.91, 0.35], [-0.31, -0.33, -0.12], [0.25, -0.13, 0.20], [0.72, 1.67, -0.26], [0.23, -0.88, 1.37], [0.01, 0.46, -0.35], [-0.65, 0.04, 0.16], [-0.80, -0.90, 0.16], [0.46, -0.46, -0.56], [0.08, -0.18, -0.31], [-0.30, 0.35, -0.11], [0.10, 0.02, -0.10], [0.07, 0.00, -0.02], [-0.07, -0.50, 0.49], [1.00, -0.02, -0.24], [1.63, 2.89, 2.15], [-0.02, 0.04, -0.41], [-0.32, 0.13, -0.15], [0.59, 0.05, 0.13], [-0.23, 0.44, 0.56], [-0.51, -0.26, -0.04], [0.03, -0.10, -0.12], [-0.31, 0.22, -0.15], [-0.71, 0.05, 0.64], [-1.14, 0.79, 2.06], [1.07, -0.46, -0.80], [0.83, -0.17, -0.37], [0.32, 0.02, -0.07], [0.32, -0.07, -0.38], [-0.12, -0.46, -1.03], [-0.18, 0.13, -0.08], [0.04, -0.01, 0.31], [-0.23, 0.27, 0.11], [-1.83, -0.07, 0.76], [0.23, -0.23, 0.10], [0.43, -0.05, -0.61], [0.83, 0.18, -0.29], [0.28, 0.27, -0.03], [0.57, -0.40, -0.20], [0.36, 0.24, 0.27], [-0.59, 0.15, -0.30], [-0.05, 0.04, 0.15], [-0.25, -0.05, 0.14], [-0.71, 0.65, 0.80], [-0.67, 0.93, -1.11], [0.05, -0.24, 0.56], [0.71, -0.52, 0.09], [0.65, -0.31, -0.21], [0.02, -0.60, -0.06], [-0.03, 0.01, 0.01], [-0.06, -0.39, 0.48], [0.07, -0.14, -0.25], [-0.19, -0.15, -0.34], [-0.36, -2.38, 1.41], [-0.13, -1.09, 1.29], [0.13, 0.35, -0.60], [0.78, 1.69, -0.95], [-0.02, 0.73, -1.25], [0.00, 0.18, -0.01], [0.07, 0.63, -0.04], [-0.17, 0.48, -0.18], [-0.23, -0.02, -0.09], [-0.21, -0.54, 0.40], [1.73, -1.16, 0.33], [-0.40, 1.08, -1.03], [-1.71, -2.01, -2.22], [-0.42, 0.28, 0.17], [-0.70, 0.28, 0.02], [0.16, -0.15, -0.02], [-0.33, -0.17, 0.04], [-0.08, -0.32, 0.19], [-0.05, -0.90, 0.19], [-0.17, 0.08, 0.00], [1.12, 1.86, -1.16], [-0.53, -0.56, -0.27], [0.02, 0.08, -0.79], [-0.40, -0.48, 0.72], [0.06, -0.89, 0.57], [-0.64, 0.13, 0.08], [-0.08, -0.11, 0.11], [0.35, -0.10, -0.02], [0.06, -0.17, 0.52], [0.13, 0.18, 0.19], [0.87, 0.39, -0.27], [0.80, 1.28, 1.29], [-0.35, 0.79, -0.44], [-0.19, -0.35, 0.27], [-0.71, 0.02, 0.31], [0.24, 0.33, -0.43], [-0.13, -0.90, -0.38], [-0.46, -0.47, -0.60], [0.06, -0.54, 0.07], [0.03, -0.08, -0.12]]
}